The following is a quantum chemistry calculation of C2F3NO6S2Tb as an isolated structure in a non-equilibrium geometry, from the Open Molecules 2025 dataset.

- Spin multiplicity: 8
- ⟨S²⟩: 15.7721
- Gap between HOMO and LUMO (spin up / spin down): 8.51 / 7.21 eV
- Strongest force on any atom: 2.9 eV/A
- Energy above the lowest of the compared OMol25 structures with the same formula, charge and spin: 0.3970 eV
- Net charge: 0

Last column: Mulliken charge in e.
Cartesian coordinates (Å):
O: -1.820 0.946 1.450  -0.606
C: 2.866 1.235 0.967  0.848
S: 1.231 -1.329 0.090  0.542
O: 2.466 -0.356 0.454  -0.416
F: -3.007 -1.652 0.619  -0.215
O: 2.299 1.942 0.136  -0.562
Tb: 1.230 1.073 -2.057  1.127
N: -0.078 -0.772 0.930  -0.351
S: -1.169 0.207 0.372  1.171
F: -2.090 -1.583 -1.333  -0.218
O: -0.766 1.019 -0.815  -0.632
F: -3.514 -0.070 -0.760  -0.215
C: -2.538 -0.852 -0.326  0.634
O: 1.068 -1.099 -1.411  -0.647
O: 3.823 1.291 1.686  -0.461

The following is a quantum chemistry calculation of one molecule with the formula C7H12N2O5 in a non-equilibrium geometry, from the Open Molecules 2025 dataset.

- Gap between HOMO and LUMO: 10.18 eV
- Strongest force on any atom: 2.8 eV/A
- Energy above the lowest of the compared OMol25 structures with the same formula, charge and spin: 0.5702 eV
- SMILES string: N[C@@H](CCC(=O)O)C(=O)NCC(=O)O
- Net charge: 0

Last column: Mulliken charge in e.
Cartesian coordinates (Å):
O: 4.237 0.051 -0.327  -0.596
O: -1.997 2.709 0.611  -0.466
C: -1.036 1.883 0.182  0.537
C: -0.643 -0.160 -1.322  -0.622
H: -2.695 -1.398 0.503  0.289
C: -0.251 -0.934 1.086  0.260
H: -2.272 -2.772 -0.258  0.275
C: 2.112 -0.792 0.204  -0.212
H: 1.592 -0.954 -0.708  0.177
H: 0.369 0.105 -1.479  0.397
H: 1.416 -0.633 2.151  0.233
H: -0.268 -2.123 -0.718  0.504
C: -0.804 -1.282 -0.265  -0.397
H: 2.762 -1.716 0.370  0.318
H: -1.697 1.714 -1.748  0.408
H: -1.572 3.251 1.282  0.382
O: 0.110 1.805 0.645  -0.638
N: 1.095 -0.625 1.202  0.001
C: 3.120 0.350 0.024  0.393
O: 2.780 1.587 0.262  -0.512
H: 1.773 1.616 0.403  0.571
H: -0.964 -0.592 -2.328  0.350
H: -2.490 0.579 -0.607  0.377
C: -1.531 1.011 -0.914  -0.721
N: -2.176 -1.758 -0.321  -0.628
O: -0.971 -0.925 2.069  -0.681

The following is a quantum chemistry calculation of an isolated ion of composition C6H13BrN and charge +1 in a non-equilibrium geometry, from the Open Molecules 2025 dataset.

- Gap between HOMO and LUMO: 11.32 eV
- Strongest force on any atom: 4.8 eV/A
- Energy above the lowest of the compared OMol25 structures with the same formula, charge and spin: 0.8498 eV
- SMILES string: C=C(Br)[NH+](CC)CC
- Net charge: +1

Last column: Mulliken charge in e.
Cartesian coordinates (Å):
H: -0.244 2.209 2.005  0.316
H: 2.171 0.987 -2.784  0.268
H: 0.523 0.427 -2.556  0.302
C: 1.492 0.314 -0.860  0.032
H: 0.962 -2.002 -0.027  0.408
H: -0.630 -1.646 2.094  0.350
H: -1.080 3.095 0.834  0.377
H: -1.354 0.481 1.062  0.429
C: -0.299 2.321 0.850  -1.081
H: -1.256 1.070 -0.582  0.394
H: 0.711 2.672 0.481  0.280
C: -0.925 -2.002 1.097  -1.223
H: -0.471 -1.633 -1.009  0.327
H: 0.885 0.030 1.066  0.440
N: 0.427 -0.078 0.179  0.153
C: 0.012 -1.519 -0.015  -0.325
C: -0.708 0.910 0.341  -0.591
H: -2.008 -1.873 0.731  0.359
C: 1.381 0.618 -2.113  -0.543
H: -0.848 -3.093 1.073  0.386
Br: 3.056 0.284 0.287  -0.060

The following is a quantum chemistry calculation of a 2-piece molecular cluster, C15H33BNO4 overall, from the Open Molecules 2025 dataset.

- Gap between HOMO and LUMO: 10.09 eV
- Strongest force on any atom: 0.9 eV/A
- Net charge: +1

Last column: Mulliken charge in e.
Cartesian coordinates (Å):
O: 5.778 1.905 0.310  -0.467
H: 0.517 -1.590 5.478  0.322
H: -2.145 1.290 2.675  0.387
H: -3.663 -1.513 -0.914  0.281
H: 2.332 -1.771 4.081  0.624
C: 0.612 -0.702 4.862  -1.139
H: -2.131 0.296 -1.749  0.203
H: 1.033 1.875 0.569  0.445
C: -2.406 -1.979 -5.132  -0.316
C: 5.125 2.276 1.447  0.222
H: -2.727 -2.822 -5.748  0.379
H: 3.363 3.060 2.217  0.423
H: 0.879 -0.408 0.466  0.460
C: 1.744 -0.896 3.797  -0.189
H: -1.317 2.294 1.482  0.409
C: -3.624 -1.440 -4.385  -0.786
C: -0.818 0.174 1.447  -0.259
H: 3.366 0.491 1.935  0.430
H: -1.336 -0.857 -2.804  0.224
O: 0.809 -2.328 1.896  -0.635
C: 1.406 1.314 1.432  0.090
H: 3.463 3.124 0.416  0.334
C: -2.720 -1.748 -1.411  -1.077
H: 3.050 0.804 0.193  0.509
C: 2.907 1.168 1.215  -0.935
C: -1.730 -0.942 -6.025  -1.194
H: -4.101 -2.261 -3.842  0.301
C: -1.191 1.462 2.181  -0.680
B: 1.116 -1.106 2.397  0.225
H: -1.189 0.242 0.425  -0.050
H: 0.810 0.172 5.475  0.322
C: 1.013 2.117 2.679  -1.455
H: 1.064 3.180 2.429  0.546
H: 5.329 1.165 -0.115  0.357
O: -0.260 1.789 3.183  -0.385
H: -1.676 -2.384 -4.423  0.223
N: 0.699 -0.005 1.386  -0.019
H: -1.243 -0.709 1.917  0.616
H: -1.340 -0.101 -5.448  0.275
H: -0.892 -1.384 -6.566  0.378
C: -3.330 -0.290 -3.420  -0.909
H: 1.732 1.936 3.478  0.517
H: 1.441 -2.998 2.183  0.354
H: -1.963 -1.918 -0.639  0.227
H: 2.433 -0.056 3.859  0.138
C: 3.633 2.528 1.311  -0.355
C: -2.298 -0.613 -2.342  -0.060
O: 5.708 2.424 2.488  -0.481
H: -2.432 -0.548 -6.762  0.302
H: -0.359 -0.531 4.398  0.311
H: -4.364 -1.095 -5.112  0.403
H: -2.993 0.584 -3.982  0.340
H: -2.846 -2.687 -1.949  0.394
H: -4.266 0.008 -2.937  0.419

The following is a quantum chemistry calculation of C3HGdO3 as an isolated structure in a non-equilibrium geometry, from the Open Molecules 2025 dataset.

- Spin multiplicity: 9
- ⟨S²⟩: 20.1734
- Gap between HOMO and LUMO (spin up / spin down): 6.15 / 3.00 eV
- Strongest force on any atom: 3.5 eV/A
- Net charge: +1

Last column: Mulliken charge in e.
Cartesian coordinates (Å):
O: -0.210 -1.629 -0.379  -0.095
H: -2.008 1.754 -0.173  0.355
C: -0.564 0.564 0.205  0.719
C: 0.864 -1.042 -0.700  -0.093
C: -1.192 -0.613 0.463  -0.570
O: 0.724 0.388 -0.217  -0.025
O: -1.051 1.784 -0.070  -0.423
Gd: 3.437 -1.206 0.871  1.132

The following is a quantum chemistry calculation of one molecule with the formula C3H2N4 in a non-equilibrium geometry, from the Open Molecules 2025 dataset.

- Gap between HOMO and LUMO (spin up / spin down): 8.23 / 8.23 eV
- Strongest force on any atom: 1.4 eV/A
- Energy above the lowest of the compared OMol25 structures with the same formula, charge and spin: 4.3422 eV
- Net charge: 0

Last column: Mulliken charge in e.
Cartesian coordinates (Å):
C: 0.786 2.031 0.461  -0.054
N: -1.073 -0.293 0.092  0.238
N: -0.231 1.524 0.796  0.256
N: 2.510 -0.481 -0.095  -0.352
H: -0.154 -1.520 -1.251  0.320
H: -1.909 -0.865 -0.005  0.293
C: 1.363 -0.448 -0.276  0.168
C: 0.001 -0.697 -0.576  -0.090
N: -1.295 0.750 0.856  -0.779